[1]
Below is a 9-piece molecular cluster, C27H54O27 overall in a non-equilibrium geometry, with properties calculated with the ωB97M-V functional and the def2-TZVPD basis.

Geometry as ORCA input:
```
! RIJCOSX wB97M-V def2-TZVPD def2/J DEFGRID3
* xyz 0 1
C 1.14636 -3.17347 -7.39094
O 1.93095 -2.60222 -6.33282
C 1.61452 -1.32587 -6.05828
O 0.67329 -0.68284 -6.55130
O 2.55011 -0.76795 -5.28115
C 2.44721 0.61329 -5.00961
H 0.88088 -4.16888 -7.15905
H 1.84059 -3.15684 -8.30273
H 0.28361 -2.55915 -7.55440
H 2.61556 1.28298 -5.83652
H 3.23256 0.85823 -4.27382
H 1.39665 0.78037 -4.59632
C 4.69765 4.94964 -1.56464
O 5.04821 3.74502 -0.87877
C 4.45746 2.62488 -1.25992
O 3.57756 2.50894 -2.05898
O 5.10104 1.62469 -0.60486
C 4.55806 0.31496 -0.69962
H 4.08545 5.58537 -0.98558
H 4.14083 4.71054 -2.43369
H 5.52513 5.56833 -1.80376
H 4.65514 -0.01055 0.36240
H 5.08910 -0.36412 -1.41176
H 3.49238 0.31090 -0.88982
C 1.86712 -0.57283 9.62417
O 1.85948 -1.07514 8.28055
C 0.66130 -1.48631 7.70856
O -0.43339 -1.47475 8.23501
O 0.85601 -1.79615 6.42450
C 2.19582 -1.96489 5.98696
H 1.03689 0.00120 9.85566
H 2.71196 0.10481 9.68639
H 2.08654 -1.34949 10.27838
H 2.18563 -2.69644 5.17918
H 2.71124 -2.50220 6.82607
H 2.78076 -1.09510 5.72652
C -2.50038 3.02570 1.18256
O -3.86300 2.45445 0.83959
C -3.80086 1.46922 -0.10088
O -2.87279 1.00094 -0.70068
O -5.05871 1.09039 -0.31974
C -5.23688 -0.02767 -1.20945
H -2.06297 2.44926 1.96636
H -2.70243 4.10230 1.38213
H -1.93921 2.93336 0.29713
H -4.34978 0.04882 -1.93550
H -6.23643 -0.06836 -1.66214
H -4.99398 -1.00345 -0.68201
C 1.22685 4.79151 0.40233
O 1.44121 4.89250 -1.01942
C 0.52588 4.50412 -1.90894
O -0.55543 4.12944 -1.70746
O 1.03331 4.72714 -3.09908
C 0.03132 4.72363 -4.15412
H 1.15162 5.75855 0.91638
H 2.13837 4.21378 0.71735
H 0.27006 4.26114 0.56003
H -0.75339 5.51366 -3.94408
H -0.51416 3.76383 -4.08974
H 0.59604 4.88729 -5.12039
C 2.61739 -4.11836 2.30721
O 1.90796 -4.33243 3.50270
C 0.55340 -4.06372 3.52204
O -0.10892 -3.54847 2.61231
O 0.17939 -4.41058 4.73523
C -1.23415 -4.36197 5.08920
H 2.09585 -4.43013 1.42194
H 3.42613 -4.88229 2.34718
H 2.90915 -3.03304 2.38524
H -1.41385 -5.27985 5.67570
H -1.84173 -4.36080 4.19321
H -1.37341 -3.51809 5.76244
C -2.34870 -2.41555 -0.33464
O -2.72371 -2.33935 1.04519
C -2.91723 -3.49038 1.69816
O -2.68731 -4.59744 1.26339
O -3.50660 -3.25836 2.90752
C -3.90854 -1.88749 3.30928
H -2.79311 -3.22361 -0.94189
H -1.27221 -2.45797 -0.56130
H -2.60656 -1.42643 -0.77755
H -3.18798 -1.08405 3.17555
H -4.32743 -2.02158 4.30375
H -4.70469 -1.69839 2.61073
C -4.23318 1.69962 -5.41079
O -3.33216 0.65555 -5.05318
C -2.11534 1.12730 -4.62972
O -1.79013 2.27375 -4.65594
O -1.39736 0.18174 -4.10609
C -1.69678 -1.15094 -4.47862
H -5.24923 1.31072 -5.39579
H -3.94854 1.94462 -6.42391
H -4.16156 2.59242 -4.76114
H -1.49802 -1.24985 -5.56434
H -2.73556 -1.48718 -4.29459
H -1.17321 -1.86479 -3.86530
C 0.20873 0.48401 -1.03215
O -0.24615 0.37720 0.35844
C 0.57918 -0.08946 1.27829
O 1.76633 -0.33779 1.21674
O -0.12249 -0.07435 2.42733
C 0.60713 -0.52027 3.59943
H -0.54682 1.09474 -1.46477
H 0.31333 -0.45540 -1.56644
H 1.19400 1.02808 -1.03361
H 1.04564 -1.52383 3.59840
H -0.13414 -0.43709 4.41328
H 1.39934 0.26107 3.74566
*
```

Properties
SMILES ... COC(=O)OC.COC(=O)OC.COC(=O)OC.COC(=O)OC.COC(=O)OC.COC(=O)OC.COC(=O)OC.COC(=O)OC.COC(=O)OC
HOMO level ... -10.480 eV
Relative energy (zero: lowest compared OMol25 entry of this formula, charge and spin) ... 73.5 kcal per mole

---

[2]
Below is a 2-piece molecular cluster, C6H16N overall in a non-equilibrium geometry, with properties calculated with the ωB97M-V functional and the def2-TZVPD basis.

Geometry as ORCA input:
```
! RIJCOSX wB97M-V def2-TZVPD def2/J DEFGRID3
* xyz 1 1
C 0.70958 1.87906 -2.21048
C 0.86734 1.19402 -0.87532
C 0.50640 -0.19043 -0.82688
C -0.74749 0.56396 -0.25153
C -0.71728 1.15420 1.22903
C -0.17155 0.15964 2.23798
N -0.10722 -3.37327 0.02678
H 0.21331 1.20978 -2.92160
H 0.01567 2.73484 -2.26060
H 1.75045 1.96811 -2.53080
H 1.59584 1.58975 -0.16094
H 0.28229 -0.73496 -1.74035
H 0.91817 -0.85076 -0.07351
H -1.41237 -0.29717 -0.08955
H -1.42503 1.14909 -0.89866
H -0.16825 2.08832 1.26091
H -1.76300 1.33581 1.56662
H -0.17894 0.55624 3.25646
H 0.82938 -0.23644 2.08277
H -0.91769 -0.63947 2.29167
H -0.65550 -4.22334 -0.12573
H -0.22360 -3.18229 1.02066
H 0.79948 -3.85469 -0.00694
*
```

Properties
HOMO level ... -14.074 eV
Relative energy (zero: lowest compared OMol25 entry of this formula, charge and spin) ... 69.1 kcal per mole

---

[3]
Below is C5H7O4Rh as an isolated structure in a non-equilibrium geometry, with properties calculated with the ωB97M-V functional and the def2-TZVPD basis.

Geometry as ORCA input:
```
! RIJCOSX wB97M-V def2-TZVPD def2/J DEFGRID3
* xyz 2 5
O -0.15918 -0.97566 2.58874
C -0.84637 -0.49317 1.64824
O 0.11412 -0.38028 0.50117
O -1.95834 -0.08352 1.52264
Rh 1.50110 -1.24895 1.59704
C -0.09777 -0.17166 -1.82460
C -0.22332 0.38478 -0.56585
H 0.20654 -1.21988 -1.91520
H -0.62166 0.34242 -2.63435
O 1.85298 3.48430 -1.70195
C 0.71928 2.67383 -1.46589
C 1.19186 1.24381 -1.24377
H 1.60463 4.40909 -1.62372
H 0.02544 2.70514 -2.32266
H 0.17958 3.03984 -0.57600
H 1.86387 1.21107 -0.37174
H 1.90818 0.98401 -2.03434
*
```

Properties
HOMO level (alpha / beta) ... -18.014 / -17.931 eV
Relative energy (zero: lowest compared OMol25 entry of this formula, charge and spin) ... 62.9 kcal per mole